No. 1
11 unconnected molecules or ions with the total composition C30H88N6O11 at a distorted geometry. Source: the Open Molecules 2025 dataset; level of theory: ωB97M-V with the def2-TZVPD basis set.

Geometry as ORCA input:
```
! RIJCOSX wB97M-V def2-TZVPD def2/J DEFGRID3
* xyz 0 1
O 3.9531 -13.2678 -10.6395
O 8.7476 -12.8578 -13.3160
O 4.9430 -5.2235 -10.9047
O 1.5261 -10.7879 -13.4593
O 8.4929 -9.1307 -14.2916
O 11.0500 -12.2474 -11.7561
O 9.7616 -14.9290 -7.6411
O 7.0105 -8.1943 -7.8701
O 5.7143 -12.4685 -13.0997
O 5.6681 -10.7994 -9.5303
O 10.9699 -12.6181 -1.8089
N 8.8145 -12.7450 -9.4529
N 4.4401 -2.8830 -9.3172
N 10.4878 -12.3461 -5.4734
N 0.6283 -13.2730 -12.3890
N 11.1649 -10.4648 -14.4289
N 9.6217 -5.9627 -9.3882
C 8.0476 -9.5052 -13.0091
C 9.3224 -14.0296 -15.3641
C 0.1902 -11.9846 -11.8407
C 2.6530 -9.9742 -13.7223
C 10.3184 -17.2444 -8.1007
C 1.2620 -10.9451 -12.0919
C 12.1718 -8.4476 -13.4634
C 12.0506 -12.8120 -0.9319
C 8.0190 -7.2201 -7.8712
C 5.9954 -4.4209 -10.4553
C 9.6870 -8.3458 -9.3912
C 6.1060 -7.9021 -6.8409
C 9.0359 -13.3991 -3.8868
C 9.5349 -16.0060 -8.5348
C 10.1557 -12.3267 -4.0396
C 8.7539 -7.1566 -9.2323
C 6.9367 -11.2884 -9.9713
C 5.5177 -2.9725 -10.3691
C 5.2121 -6.6120 -10.8278
C 10.9113 -9.2807 -13.6023
C -0.0214 -12.2085 -10.3515
C 9.1231 -14.1158 -13.8484
C 7.5641 -12.2162 -8.9521
C 9.7869 -8.5284 -14.2979
C 4.9366 -10.2583 -10.6176
C 11.3453 -12.5705 -3.1599
C 3.9162 -14.1715 -8.3679
C 7.8536 -11.5460 -7.6217
C 3.5512 -14.3688 -9.8340
C 6.5315 -1.8986 -9.9638
H 7.2280 -1.7840 -10.8019
H 10.8485 -13.2714 -5.6985
H 4.9468 -13.8343 -8.2158
H 6.0235 -6.9285 -11.4926
H 5.4466 -7.0438 -6.9875
H 7.6355 -6.1979 -7.7351
H 4.3649 -7.1540 -11.2471
H 4.4250 -12.7225 -9.9922
H 12.8658 -12.0794 -0.8784
H 8.7409 -7.3094 -7.0496
H -0.0988 -11.2673 -9.8065
H 9.6680 -12.3454 -6.0714
H 9.8668 -15.7024 -9.5299
H 2.1791 -11.2740 -11.5796
H 5.1611 -12.7074 -13.8517
H 3.2148 -13.4592 -7.9344
H 4.1105 -9.6652 -10.2252
H 12.5645 -13.7263 -1.2575
H -0.9300 -12.7732 -10.1274
H 8.4879 -16.3053 -8.5610
H 12.0996 -11.7893 -3.2964
H 7.9968 -7.1138 -10.0169
H 8.3988 -13.8227 -15.9049
H 2.4697 -14.5396 -9.7955
H 2.5947 -9.3504 -14.6163
H 10.6146 -8.4361 -8.8309
H 1.0082 -10.0160 -11.5601
H 10.7600 -9.6800 -12.5906
H 10.5640 -6.2942 -9.5542
H 8.1034 -12.9444 -4.2157
H 10.2509 -10.9194 -14.5090
H 4.4322 -11.0255 -11.2131
H 10.0203 -13.2129 -15.5590
H 10.2246 -12.4520 -12.2242
H 9.9389 -8.3610 -10.4595
H 12.5627 -8.1904 -14.4510
H 7.1992 -10.1729 -13.1514
H 9.7725 -14.9339 -15.7763
H 7.8151 -12.6631 -13.4870
H 12.9558 -8.9109 -12.8677
H 7.5620 -10.4035 -10.1353
H 5.4099 -6.9493 -9.8090
H 0.7184 -12.9212 -9.9811
H 10.1001 -17.4996 -7.0606
H 10.2003 -18.2047 -8.6084
H 7.0158 -10.9200 -7.3008
H 7.6832 -8.5937 -12.5039
H 4.7782 -3.0648 -8.3759
H -0.7208 -11.6834 -12.3630
H 1.4343 -13.6760 -11.9245
H 8.7565 -10.9390 -7.6566
H 9.0239 -13.5214 -8.8283
H 10.1664 -8.3758 -15.3107
H 6.8238 -11.7819 -10.9423
H 3.9272 -15.0877 -7.7750
H 8.7589 -13.1020 -10.4026
H 6.7676 -4.4581 -11.2479
H 5.4837 -8.7604 -6.5710
H 9.1183 -9.2774 -9.2928
H 3.4652 -10.6873 -13.8817
H 11.4022 -17.1064 -8.1528
H 2.8735 -9.2298 -12.9528
H 9.6856 -7.4892 -13.9577
H 0.9630 -13.0515 -13.3245
H 8.3671 -14.8842 -13.6565
H 7.8550 -12.2774 -6.8092
H 7.1481 -2.2352 -9.1294
H 8.8438 -13.5789 -2.8203
H 10.0565 -14.3211 -13.3222
H 6.6234 -4.7891 -9.6330
H 6.6036 -7.7950 -5.8666
H 5.4163 -13.0468 -12.3836
H 9.6963 -11.3727 -3.7696
H 4.9866 -2.7068 -11.2835
H 3.9846 -3.7678 -9.5588
H 10.7860 -12.1569 -10.8341
H 11.9028 -7.5054 -12.9753
H 8.7281 -9.8602 -12.2308
H 10.4683 -14.3529 -7.9479
H 9.7610 -5.4476 -8.5215
H 9.3352 -14.3750 -4.2639
H 11.5781 -12.8747 0.0465
H 6.8065 -12.9725 -8.6972
H 5.6310 -9.6947 -11.2442
H 6.0532 -0.9420 -9.7800
H 11.5807 -11.1705 -13.8186
H 11.7349 -13.5317 -3.5326
H 4.0154 -15.2470 -10.2942
*
```

Summary:
**HOMO-LUMO gap**: 0.336 Ha
**Largest force on an atom**: 0.0617 hartree/bohr
**SMILES**: COC[C@H](C)N.COC[C@H](C)N.COC[C@H](C)N.COC[C@H](C)N.COC[C@H](C)N.COC[C@H](C)N.CCO.CCO.CCO.O.O
**Energy relative to the best compared isomer or geometry (same formula, charge and spin)**: 0.0 kcal/mol
**E_LUMO**: 0.125 eV
**Calculated total energy**: -63994.77059 eV

---

No. 2
3 unconnected molecules or ions with the total composition C3H14N2O at a distorted geometry. Source: the Open Molecules 2025 dataset; level of theory: ωB97M-V with the def2-TZVPD basis set.

Geometry as ORCA input:
```
! RIJCOSX wB97M-V def2-TZVPD def2/J DEFGRID3
* xyz 2 1
O 0.7248 -1.2384 2.6391
N 1.0930 2.4341 -1.0265
N -0.2421 -1.7524 0.2137
C 0.0482 0.8324 -0.1758
C -1.4377 -0.9722 -0.3529
C -0.7544 0.2200 -1.1689
H 0.2907 -1.6134 1.2476
H -1.5971 0.8861 -1.6635
H -2.1008 -0.6032 0.4770
H -0.6624 -2.6702 0.2755
H 0.4054 2.8511 -1.7781
H -0.2209 1.6381 0.4818
H 2.0092 2.3473 -1.4905
H 0.4321 -1.6227 -0.5612
H -0.0920 -0.0895 -2.0893
H 0.6365 -2.0258 3.2398
H 0.9887 0.4272 -0.0227
H -1.9882 -1.6043 -1.0711
H 1.1589 3.1994 -0.2858
H 1.3082 -0.6436 3.1116
*
```

Summary:
**HOMO-LUMO gap**: 0.426 Ha
**Largest force on an atom**: 0.1059 hartree/bohr
**Energy relative to the best compared isomer or geometry (same formula, charge and spin)**: 68.9 kcal/mol
**E_LUMO**: -8.891 eV
**Calculated total energy**: -8346.67294 eV

---

No. 3
A molecular structure, C17H19BiN12S3Te. Source: the Open Molecules 2025 dataset; level of theory: ωB97M-V with the def2-TZVPD basis set.

Geometry as ORCA input:
```
! RIJCOSX wB97M-V def2-TZVPD def2/J DEFGRID3
* xyz 0 1
Bi -0.1090 -0.2746 -0.0941
Te -2.8034 1.2675 -0.1907
S 0.7071 -2.3483 -2.2096
S -0.6195 -0.9095 4.4513
S -1.8811 -1.8247 1.8720
N -1.9185 -2.5349 -1.9194
N -1.1655 1.5059 -2.5729
N -1.1907 -1.3999 -3.8221
N -0.8525 2.1376 -3.6413
N 2.2727 1.6564 -2.2961
N 4.0032 1.0217 -0.8062
N 0.4798 2.2914 -3.7343
N -0.0330 1.2037 -1.9012
N 1.9533 0.6786 -0.1148
N -0.2687 0.3073 2.2167
N 2.8266 0.2246 0.8291
N 4.0096 0.4462 0.4178
C -0.9002 -0.7298 2.7502
C 2.7298 1.1302 -1.1134
C -4.2240 -2.8166 -1.1951
C -3.2269 -2.2732 -2.1595
C 1.2511 2.1432 2.8883
C 1.8740 2.1926 5.2245
C -3.4597 1.3450 1.8278
C -2.4503 -1.1121 -4.0891
C -0.8874 -2.0815 -2.7123
C -2.6960 -0.2950 -5.3101
C 1.1130 1.0721 5.4926
C 0.4214 0.4830 4.4397
C -2.0485 3.2535 -0.1372
C 0.9528 1.7083 -2.6474
C 1.9383 2.7254 3.9333
C 0.4971 1.0029 3.1479
C -3.5190 -1.5261 -3.2629
H 1.3095 2.5431 1.8873
H -2.6828 3.8916 -0.7434
H -4.0634 -2.3907 -0.2042
H -2.2927 0.7052 -5.1391
H -5.2324 -2.5783 -1.5224
H 2.5425 3.6020 3.7472
H -1.6477 -3.0601 -1.0941
H -2.0556 3.5708 0.9012
H 1.0578 0.6623 6.4916
H 2.9601 1.9559 -2.9667
H -1.0396 3.2569 -0.5351
H -4.5398 -1.2738 -3.4993
H -4.2249 2.1142 1.8930
H -3.7540 -0.2274 -5.5528
H -2.1438 -0.7191 -6.1474
H -3.8689 0.3760 2.0973
H -4.1252 -3.8997 -1.1151
H 2.4304 2.6617 6.0242
H -2.6219 1.5809 2.4783
*
```

Summary:
**HOMO-LUMO gap**: 0.278 Ha
**Largest force on an atom**: 0.0076 hartree/bohr
**Energy relative to the best compared isomer or geometry (same formula, charge and spin)**: 9.3 kcal/mol
**E_LUMO**: -0.783 eV
**Calculated total energy**: -81456.69359 eV

---

No. 4
2 unconnected molecules or ions with the total composition C2HBrClFO at a distorted geometry. Source: the Open Molecules 2025 dataset; level of theory: ωB97M-V with the def2-TZVPD basis set.

Geometry as ORCA input:
```
! RIJCOSX wB97M-V def2-TZVPD def2/J DEFGRID3
* xyz 0 1
Br 1.8851 -0.8735 -1.2216
Cl 1.5650 2.0047 -0.1459
F -2.4327 0.0383 -1.0168
O -0.1706 -0.6519 1.8802
C 1.1334 0.3507 0.0724
C 0.3082 -0.1645 0.9346
H -2.2885 -0.7037 -0.5029
*
```

Summary:
**HOMO-LUMO gap**: 0.313 Ha
**Largest force on an atom**: 0.0434 hartree/bohr
**SMILES**: O=C=C(Cl)Br.F
**Energy relative to the best compared isomer or geometry (same formula, charge and spin)**: 18.0 kcal/mol
**E_LUMO**: -0.770 eV
**Calculated total energy**: -89418.26105 eV

---

No. 5
C4H7NO in the gas phase. Source: the Open Molecules 2025 dataset; level of theory: ωB97M-V with the def2-TZVPD basis set.

Geometry as ORCA input:
```
! RIJCOSX wB97M-V def2-TZVPD def2/J DEFGRID3
* xyz 0 1
O 1.0269 -0.7793 0.9475
N -1.2515 0.9478 0.4264
C -0.5462 0.2702 -0.6512
C 0.7645 -0.4142 -0.3983
C -1.7732 -0.3228 -0.0755
C 1.8553 0.2143 0.3474
H 2.8841 -0.0934 0.1606
H 1.7296 1.2222 0.7412
H -0.6069 0.7745 -1.6148
H -1.6451 -1.2017 0.5540
H 1.0269 -1.1792 -1.1323
H -2.7169 -0.2681 -0.6125
H -0.7732 0.7729 1.3088
*
```

Summary:
**HOMO-LUMO gap**: 0.395 Ha
**Largest force on an atom**: 0.0060 hartree/bohr
**SMILES**: C1N[C@H]1[C@H]1CO1
**Energy relative to the best compared isomer or geometry (same formula, charge and spin)**: 67.8 kcal/mol
**E_LUMO**: 1.160 eV
**Calculated total energy**: -7796.70441 eV

---

No. 6
A molecular structure, C4H10NOP at a distorted geometry. Source: the Open Molecules 2025 dataset; level of theory: ωB97M-V with the def2-TZVPD basis set.

Geometry as ORCA input:
```
! RIJCOSX wB97M-V def2-TZVPD def2/J DEFGRID3
* xyz 0 1
P -0.0322 -1.2326 0.7480
O 2.2624 0.7664 0.8471
N -0.3727 0.3264 -0.9335
C -0.8914 2.8394 -0.3560
C -1.5003 -1.9606 0.9350
C 0.9734 -2.1226 -0.5913
C -0.5794 1.4393 -0.7863
H -0.8557 3.5257 -1.2433
H 1.4800 0.6216 1.3880
H 1.8294 -1.5881 -1.0052
H -1.8854 2.8755 0.1248
H 2.0098 1.0452 -0.0093
H 0.3878 -2.3533 -1.4036
H -2.2887 -1.5072 1.6688
H -1.9564 -2.9018 0.4962
H 1.4357 -2.9347 -0.0391
H -0.0163 3.1614 0.1599
*
```

Summary:
**HOMO-LUMO gap**: 0.320 Ha
**Largest force on an atom**: 0.0557 hartree/bohr
**Energy relative to the best compared isomer or geometry (same formula, charge and spin)**: 72.6 kcal/mol
**E_LUMO**: 0.518 eV
**Calculated total energy**: -17133.82008 eV

---

No. 7
2 unconnected molecules or ions with the total composition C6H10BN3S at a distorted geometry. Source: the Open Molecules 2025 dataset; level of theory: ωB97M-V with the def2-TZVPD basis set.

Geometry as ORCA input:
```
! RIJCOSX wB97M-V def2-TZVPD def2/J DEFGRID3
* xyz 0 1
S -2.4050 1.2366 -0.7538
N 3.7425 -1.7110 -1.4963
N 1.2397 0.7593 -0.6231
N 0.2413 -1.4360 -0.6919
C 1.4019 -1.9624 -0.9602
C -3.7520 1.9062 0.4538
C 2.4240 0.1883 -0.8805
C 2.5377 -1.1905 -1.1715
C -1.3677 0.3957 2.3514
C 0.1725 -0.1284 -0.5508
B -1.0812 0.5192 0.0465
H -0.5846 0.9028 2.8169
H -4.3395 2.3892 -0.1748
H 1.2999 -3.0663 -1.0227
H 3.7555 -2.2139 -2.3459
H 4.5245 -1.1164 -1.2037
H -1.4163 -0.6520 2.4526
H -2.3739 0.7669 2.5684
H -3.2023 2.4539 1.2383
H -4.2259 1.1021 0.8202
H 3.4090 0.8569 -0.8727
*
```

Summary:
**HOMO-LUMO gap**: 0.313 Ha
**Largest force on an atom**: 0.1198 hartree/bohr
**Energy relative to the best compared isomer or geometry (same formula, charge and spin)**: 70.6 kcal/mol
**E_LUMO**: 0.544 eV
**Calculated total energy**: -22363.28747 eV

---

No. 8
7 unconnected molecules or ions with the total composition C4H21NO7 at a distorted geometry. Source: the Open Molecules 2025 dataset; level of theory: ωB97M-V with the def2-TZVPD basis set.

Geometry as ORCA input:
```
! RIJCOSX wB97M-V def2-TZVPD def2/J DEFGRID3
* xyz 0 1
O -1.2662 1.7743 1.1225
O 2.0896 2.4484 1.2480
O 2.0259 -1.6382 2.9941
O 0.2763 -2.1289 0.3591
O 1.1066 2.3673 -1.5865
O 3.1250 -2.0871 0.4617
O -1.7070 -1.0344 3.2887
N -1.3327 0.5571 -0.7024
C -0.7346 -0.4206 -1.6330
C -0.9296 -0.0133 -3.1110
C -0.7155 0.8812 0.4738
C -2.6992 0.9749 -0.9340
H -0.0177 0.4167 -3.5242
H -1.2281 -0.9155 -3.6617
H 1.1817 -2.0142 3.2525
H 1.5524 3.2190 1.0565
H 0.2072 0.4882 0.8900
H -2.8156 1.7309 -1.7058
H 1.2241 1.7547 -0.8566
H 2.8127 -2.1964 -0.4349
H 0.8705 -1.9048 1.0764
H 2.8235 -1.2647 0.8368
H 0.2423 2.7642 -1.6555
H -2.1809 -0.5360 2.6090
H -3.1827 1.2311 0.0082
H -3.3196 0.0981 -1.1698
H 2.6595 -2.2083 2.5231
H -0.8568 -0.6609 3.4849
H -1.8129 0.6147 -3.2736
H 2.9950 2.6305 1.0039
H 0.3182 -0.4161 -1.3323
H 0.4122 -3.0964 0.3567
H -1.1236 -1.4153 -1.4645
*
```

Summary:
**HOMO-LUMO gap**: 0.346 Ha
**Largest force on an atom**: 0.0698 hartree/bohr
**SMILES**: CCN(C)C=O.O.O.O.O.O.O
**Energy relative to the best compared isomer or geometry (same formula, charge and spin)**: 36.9 kcal/mol
**E_LUMO**: 0.206 eV
**Calculated total energy**: -20310.46961 eV